Record 1
{"formula": "C31H83CaF2N7O10PRb", "method": "ωB97M-V with the def2-TZVPD basis set", "total_charge": 1, "max_force_ev_per_a": 3.58, "s_squared": 0.750, "spin_multiplicity": 2, "energy_ha": -3609.2259, "lumo_ev": [-2.5, -2.5], "e_homo_ev": [-4.51, -11.14], "species": ["Ca", "Rb", "O", "P", "O", "F", "F", "C", "C", "C", "O", "C", "N", "H", "H", "H", "H", "H", "H", "H", "H", "H", "H", "H", "C", "C", "C", "O", "C", "N", "H", "H", "H", "H", "H", "H", "H", "H", "H", "H", "H", "C", "C", "C", "O", "C", "N", "H", "H", "H", "H", "H", "H", "H", "H", "H", "H", "H", "C", "C", "C", "O", "C", "N", "H", "H", "H", "H", "H", "H", "H", "H", "H", "H", "H", "C", "C", "C", "O", "C", "N", "H", "H", "H", "H", "H", "H", "H", "H", "H", "H", "H", "C", "C", "C", "O", "C", "N", "H", "H", "H", "H", "H", "H", "H", "H", "H", "H", "H", "C", "C", "C", "O", "C", "N", "H", "H", "H", "H", "H", "H", "H", "H", "H", "H", "H", "C", "C", "O", "C", "H", "H", "H", "H", "H", "H"], "positions_angstrom": [[0.2625, -1.6741, 3.2397], [0.1663, 3.5110, -2.0128], [0.2724, -0.6366, 1.2054], [0.3169, 0.2697, -0.0134], [0.8657, 1.6764, -0.0474], [-1.3010, 0.3665, -0.4594], [0.9912, -0.5638, -1.1883], [-1.0090, 4.9141, 1.6400], [0.4492, 5.4122, 1.9215], [0.8335, 5.3986, 3.4384], [0.1213, 6.4812, 4.0642], [0.5679, 6.5745, 5.4397], [1.2942, 4.7259, 1.0207], [-0.9486, 3.8518, 1.8765], [-1.3845, 4.9222, 0.6168], [-1.6518, 5.3962, 2.3766], [0.4159, 6.4373, 1.5524], [1.9010, 5.6188, 3.4295], [0.5568, 4.4067, 3.7957], [0.1563, 7.4420, 5.9556], [1.6509, 6.6937, 5.4078], [0.2955, 5.6796, 5.9992], [1.4341, 3.7261, 1.0494], [2.2712, 4.9522, 1.1405], [1.2034, 2.1610, 5.1692], [0.3850, 1.0048, 4.6694], [-0.7170, 1.3259, 3.6274], [-1.4064, 0.1581, 3.2794], [-2.5772, 0.3264, 2.4691], [1.4047, 0.1083, 4.1364], [0.5848, 2.8177, 5.7809], [1.7079, 2.6936, 4.3631], [1.9913, 1.9043, 5.8773], [-0.1244, 0.6066, 5.5470], [-0.2671, 1.7757, 2.7424], [-1.4165, 2.0773, 3.9937], [-3.0524, -0.6528, 2.4101], [-2.4010, 0.7595, 1.4844], [-3.3196, 0.9764, 2.9321], [1.9390, 0.6497, 3.4720], [2.0673, -0.0070, 4.8899], [3.8832, -2.0943, -2.2240], [4.1914, -0.6365, -2.2060], [5.4404, -0.2138, -2.9527], [6.6120, -0.8210, -2.4299], [7.9154, -0.6567, -3.1358], [3.0448, 0.0303, -2.7487], [2.9268, -2.3999, -1.7998], [4.6231, -2.5257, -1.5498], [3.9120, -2.4909, -3.2389], [4.2420, -0.2850, -1.1755], [5.5515, 0.8696, -2.9092], [5.3034, -0.4531, -4.0073], [8.4215, 0.2656, -2.8507], [7.8568, -0.5864, -4.2220], [8.7182, -1.3270, -2.8288], [2.3265, -0.2213, -2.0847], [2.7900, -0.3355, -3.6550], [-4.1126, 2.5629, -0.6180], [-3.7894, 2.3524, -2.0634], [-4.1415, 3.6352, -2.9001], [-4.2319, 3.2214, -4.2764], [-4.3065, 4.2849, -5.2684], [-2.4403, 1.8644, -2.3700], [-4.1418, 1.6302, -0.0546], [-5.1476, 2.8954, -0.5387], [-3.3587, 3.2269, -0.1951], [-4.4167, 1.5745, -2.4986], [-3.3962, 4.4305, -2.8928], [-5.0354, 4.1545, -2.5546], [-4.7815, 5.1716, -4.8485], [-4.8410, 4.0153, -6.1793], [-3.3226, 4.6760, -5.5270], [-2.1411, 1.2673, -1.6123], [-2.6541, 1.2268, -3.1236], [-0.9828, -4.9864, 0.4860], [-0.1115, -4.2094, 1.4640], [1.1934, -3.6405, 0.8872], [1.8292, -2.8523, 1.8247], [3.0969, -2.3867, 1.4592], [-1.0093, -3.1973, 2.0497], [-0.5802, -5.9715, 0.2502], [-1.1464, -4.5341, -0.4922], [-1.9708, -5.1603, 0.9124], [0.1742, -4.9100, 2.2487], [0.9628, -3.0431, 0.0052], [1.8189, -4.4418, 0.4938], [3.6209, -1.9898, 2.3287], [3.2464, -1.7363, 0.5974], [3.6840, -3.3020, 1.3835], [-1.8061, -3.7595, 2.3126], [-1.5337, -2.8229, 1.2718], [-4.5960, -1.4837, -1.0995], [-3.9711, -2.0030, 0.2490], [-4.4106, -3.5019, 0.5424], [-3.9809, -4.1511, 1.7393], [-4.7200, -3.7175, 2.8808], [-2.5575, -1.8690, 0.1032], [-4.2991, -0.4598, -1.3266], [-5.6802, -1.5450, -1.0058], [-4.1704, -1.9981, -1.9611], [-4.2930, -1.4162, 1.1093], [-3.9492, -4.1879, -0.1679], [-5.4939, -3.5732, 0.4448], [-4.3183, -2.7740, 3.2503], [-4.5243, -4.4605, 3.6540], [-5.7999, -3.6169, 2.7721], [-2.3285, -2.1334, -0.8443], [-2.1948, -0.9316, 0.0043], [-2.2294, -3.9969, -3.4065], [-0.7832, -3.3757, -3.3862], [-0.0623, -3.3512, -4.7254], [0.0722, -4.6977, -5.2291], [0.5588, -4.7620, -6.5805], [-0.9260, -2.0702, -2.7482], [-2.1798, -4.9800, -3.8746], [-2.9757, -3.4407, -3.9737], [-2.6521, -4.1230, -2.4098], [-0.1140, -3.9875, -2.7812], [0.9088, -2.8822, -4.5674], [-0.6039, -2.6492, -5.3594], [0.5426, -5.7858, -6.9540], [1.5679, -4.3535, -6.6343], [-0.0655, -4.1719, -7.2515], [-1.4970, -1.4103, -3.2566], [-0.0590, -1.6003, -2.5299], [4.7264, 1.4829, 0.8217], [3.9303, 1.3850, 2.0942], [2.7061, 1.2522, 2.0874], [4.6762, 1.6755, 3.3985], [4.9369, 2.5297, 0.6023], [4.1549, 1.0880, -0.0182], [5.6575, 0.9366, 0.9723], [4.0293, 1.8566, 4.2569], [5.0268, 2.6888, 3.2026], [5.4258, 0.9329, 3.6718]], "lowdin_spin": [0.59, 0.01, 0.01, 0.00, 0.00, 0.00, 0.00, 0.00, 0.00, 0.00, 0.00, 0.00, 0.00, 0.00, 0.00, 0.00, 0.00, 0.00, 0.00, 0.00, 0.00, 0.00, 0.00, 0.00, 0.01, 0.03, 0.01, 0.04, 0.01, 0.03, 0.00, 0.00, 0.00, 0.02, 0.00, 0.00, 0.00, 0.00, 0.00, 0.00, 0.04, 0.00, 0.00, 0.00, 0.00, 0.00, 0.00, 0.00, 0.00, 0.00, 0.00, 0.00, 0.00, 0.00, 0.00, 0.00, 0.00, 0.00, 0.00, 0.00, 0.00, 0.00, 0.00, 0.00, 0.00, 0.00, 0.00, 0.00, 0.00, 0.00, 0.00, 0.00, 0.00, 0.00, 0.00, 0.00, 0.02, 0.01, 0.05, 0.02, 0.02, 0.00, 0.00, 0.00, 0.01, 0.00, 0.00, 0.01, 0.00, 0.00, 0.01, 0.00, 0.00, 0.00, 0.00, 0.00, 0.01, 0.00, 0.00, 0.00, 0.00, 0.00, 0.00, 0.00, 0.00, 0.00, 0.00, 0.00, 0.00, 0.00, 0.00, 0.00, 0.00, 0.00, 0.00, 0.00, 0.00, 0.00, 0.00, 0.00, 0.00, 0.00, 0.00, 0.00, 0.00, 0.00, 0.00, 0.00, 0.00, 0.00, 0.00, 0.00, 0.00, 0.00, 0.00, 0.00]}


Record 2
{"formula": "C79H52O19", "method": "ωB97M-V with the def2-TZVPD basis set", "total_charge": 0, "max_force_ev_per_a": 3.74, "smiles": "O=C1c2ccccc2C(=O)c2ccccc21.O=C1c2ccccc2C(=O)c2ccccc21.O=C1c2ccccc2C(=O)c2ccccc21.O=C1c2ccccc2C(=O)c2ccccc21.O=C1c2ccccc2C(=O)c2ccccc21.O=C1OCCO1.O=C1OCCO1.O=C1OCCO1", "energy_ha": -4471.2628, "lumo_ev": -1.1, "e_homo_ev": -9.35, "species": ["O", "C", "C", "C", "C", "C", "C", "C", "C", "O", "C", "C", "C", "C", "C", "C", "H", "H", "H", "H", "H", "H", "H", "H", "O", "C", "C", "C", "C", "C", "C", "C", "C", "O", "C", "C", "C", "C", "C", "C", "H", "H", "H", "H", "H", "H", "H", "H", "O", "C", "C", "C", "C", "C", "C", "C", "C", "O", "C", "C", "C", "C", "C", "C", "H", "H", "H", "H", "H", "H", "H", "H", "O", "C", "C", "C", "C", "C", "C", "C", "C", "O", "C", "C", "C", "C", "C", "C", "H", "H", "H", "H", "H", "H", "H", "H", "O", "C", "C", "C", "C", "C", "C", "C", "C", "O", "C", "C", "C", "C", "C", "C", "H", "H", "H", "H", "H", "H", "H", "H", "O", "C", "O", "C", "C", "O", "H", "H", "H", "H", "O", "C", "O", "C", "C", "O", "H", "H", "H", "H", "O", "C", "O", "C", "C", "O", "H", "H", "H", "H"], "positions_angstrom": [[12.5059, 16.2640, 12.7292], [12.0158, 17.3847, 12.8425], [12.1854, 18.1893, 14.0692], [13.0380, 17.6509, 15.0575], [13.2079, 18.3179, 16.2934], [12.5334, 19.5352, 16.5320], [11.6800, 20.0710, 15.5135], [11.5565, 19.4409, 14.2799], [10.6337, 20.0517, 13.2289], [10.0354, 21.1094, 13.3666], [10.4280, 19.1872, 11.9768], [9.6135, 19.6551, 10.9455], [9.4053, 18.8718, 9.8124], [10.0739, 17.6631, 9.6250], [10.9029, 17.1817, 10.6237], [11.1525, 17.9771, 11.7590], [13.5588, 16.7084, 14.8203], [13.7956, 17.8483, 17.0481], [12.6673, 19.9546, 17.4601], [11.0783, 20.9451, 15.6942], [9.2110, 20.6424, 11.0013], [8.7257, 19.2309, 9.0719], [9.9733, 17.0831, 8.7436], [11.5253, 16.3269, 10.4384], [13.0465, 25.5885, 24.6771], [13.1248, 24.8248, 23.7551], [12.3235, 24.9484, 22.5562], [11.3451, 25.9599, 22.4603], [10.6503, 26.1045, 21.2768], [10.8890, 25.3841, 20.1111], [11.8983, 24.4784, 20.1625], [12.6260, 24.2326, 21.3769], [13.6384, 23.1460, 21.4119], [13.7243, 22.3335, 20.5215], [14.4725, 22.8891, 22.6322], [15.5261, 21.9221, 22.7478], [16.3996, 21.9106, 23.8334], [16.2339, 22.9290, 24.7697], [15.1497, 23.7799, 24.7610], [14.2640, 23.7853, 23.6666], [11.0342, 26.5276, 23.3224], [9.8763, 26.8270, 21.1800], [10.3061, 25.5690, 19.2229], [12.1048, 23.7858, 19.3685], [15.6711, 21.1777, 22.0289], [17.2600, 21.2076, 23.8586], [16.8507, 22.7944, 25.6171], [14.8866, 24.5800, 25.4746], [23.5562, 16.6480, 15.5547], [22.5047, 16.5220, 16.1382], [21.6109, 15.2866, 16.0526], [21.8547, 14.3776, 15.0663], [20.9993, 13.3069, 14.8740], [19.9033, 13.0748, 15.7469], [19.6470, 14.0378, 16.7097], [20.4336, 15.1344, 16.8070], [19.9002, 16.3036, 17.7119], [18.9560, 16.1892, 18.4332], [20.8003, 17.4558, 17.8426], [20.4301, 18.4900, 18.7639], [21.1399, 19.6720, 18.8215], [22.3319, 19.7773, 18.0509], [22.7073, 18.7679, 17.1977], [21.9682, 17.6077, 17.0803], [22.6420, 14.4657, 14.3052], [21.1963, 12.6644, 14.0361], [19.2026, 12.3235, 15.4970], [18.7395, 14.0081, 17.3351], [19.4969, 18.4957, 19.3248], [20.8532, 20.4132, 19.4948], [22.9041, 20.7268, 17.9873], [23.6196, 18.8248, 16.6195], [13.0379, 11.1091, 17.9990], [13.8424, 11.7088, 18.6779], [15.3223, 11.7050, 18.4884], [15.8833, 10.7824, 17.5970], [17.2396, 10.7315, 17.4393], [18.0898, 11.5800, 18.1105], [17.6285, 12.5440, 19.0167], [16.2164, 12.5551, 19.1574], [15.6635, 13.5338, 20.1692], [16.2062, 14.5158, 20.5737], [14.2688, 13.2265, 20.7040], [13.8378, 13.8765, 21.8533], [12.5087, 13.7488, 22.2239], [11.6187, 13.0619, 21.4007], [12.0181, 12.3773, 20.2917], [13.4079, 12.4889, 19.9529], [15.2132, 10.2042, 17.0293], [17.6073, 10.1634, 16.5734], [19.1256, 11.5154, 17.8990], [18.2974, 13.2357, 19.5408], [14.4888, 14.5463, 22.4026], [12.1262, 14.2000, 23.1788], [10.5568, 13.1198, 21.7518], [11.4110, 11.6675, 19.7329], [19.0155, 13.4451, 11.8672], [19.0373, 14.4804, 12.5022], [17.9676, 14.8395, 13.4928], [16.9187, 13.9299, 13.5731], [16.0013, 14.1843, 14.5944], [16.0952, 15.2397, 15.4874], [17.1742, 16.0949, 15.4074], [18.0577, 15.9729, 14.3386], [19.2819, 16.8922, 14.2587], [19.5690, 17.7104, 15.0776], [20.0484, 16.7607, 12.9662], [20.7817, 17.9057, 12.5350], [21.4768, 17.8186, 11.3650], [21.5631, 16.6528, 10.5956], [20.7867, 15.5345, 11.0151], [20.0171, 15.6012, 12.1777], [16.8387, 13.1854, 12.8178], [15.1974, 13.4822, 14.6587], [15.3805, 15.4988, 16.2283], [17.2420, 16.9352, 16.1398], [20.7859, 18.8328, 13.0861], [21.9884, 18.7607, 11.0450], [22.1680, 16.6504, 9.7379], [20.5905, 14.6426, 10.4322], [9.7651, 16.4991, 22.1630], [10.4137, 17.3003, 22.7549], [10.9161, 17.1810, 24.0144], [11.8697, 18.1995, 24.1640], [11.3839, 19.3424, 23.2421], [10.6609, 18.5345, 22.3194], [11.8662, 18.4815, 25.2518], [12.8749, 17.9606, 23.8183], [12.1932, 19.7890, 22.6927], [10.6908, 20.0285, 23.6456], [13.3650, 14.4751, 17.8034], [12.4163, 15.0375, 18.2254], [12.4121, 16.1640, 19.0097], [11.2114, 16.3049, 19.6244], [10.2180, 15.4509, 18.7634], [11.1434, 14.6354, 18.0200], [11.2925, 15.9419, 20.6228], [10.9457, 17.3496, 19.5574], [9.7137, 16.0971, 18.1475], [9.6409, 14.7124, 19.2658], [12.8018, 19.5902, 19.7705], [13.6701, 18.7429, 19.8734], [13.7770, 18.1379, 21.0713], [14.9361, 17.3173, 21.1118], [15.2015, 17.1363, 19.6176], [14.5881, 18.2624, 19.0135], [15.7352, 17.8806, 21.5965], [14.8301, 16.3556, 21.6229], [14.6318, 16.3509, 19.2272], [16.2726, 17.0841, 19.4838]], "lowdin_charge": [0.08, -0.28, -0.09, 0.02, -0.02, 0.00, 0.02, -0.08, -0.25, 0.09, -0.06, -0.01, -0.06, -0.06, 0.00, -0.07, 0.11, 0.07, 0.06, 0.11, 0.11, 0.10, 0.10, 0.11, 0.12, -0.29, -0.09, 0.01, -0.07, -0.06, 0.01, -0.05, -0.28, 0.11, -0.07, 0.01, -0.06, -0.07, 0.00, -0.07, 0.12, 0.10, 0.11, 0.11, 0.09, 0.12, 0.09, 0.12, 0.11, -0.25, -0.09, -0.02, -0.04, -0.03, -0.04, -0.07, -0.30, 0.11, -0.09, 0.01, -0.05, -0.05, -0.03, -0.08, 0.14, 0.11, 0.09, 0.11, 0.12, 0.08, 0.12, 0.12, 0.12, -0.27, -0.07, 0.00, -0.07, -0.08, 0.02, -0.06, -0.27, 0.12, -0.10, -0.02, -0.06, -0.09, 0.01, -0.08, 0.11, 0.12, 0.09, 0.13, 0.11, 0.13, 0.13, 0.13, 0.09, -0.29, -0.09, 0.01, -0.03, -0.05, -0.01, -0.06, -0.28, 0.13, -0.07, 0.00, -0.08, -0.03, 0.01, -0.09, 0.11, 0.11, 0.08, 0.14, 0.12, 0.12, 0.09, 0.11, 0.15, -0.57, 0.06, -0.13, -0.07, 0.06, 0.15, 0.12, 0.12, 0.12, 0.17, -0.53, 0.04, -0.14, -0.03, 0.07, 0.09, 0.14, 0.10, 0.13, 0.12, -0.54, 0.04, -0.09, -0.11, 0.05, 0.13, 0.10, 0.09, 0.13]}


Record 3
{"formula": "C5H15NO", "method": "ωB97M-V with the def2-TZVPD basis set", "total_charge": 0, "max_force_ev_per_a": 1.21, "smiles": "CCN(C)CC.O", "energy_ha": -329.4656, "lumo_ev": 0.9, "e_homo_ev": -8.49, "species": ["C", "C", "N", "C", "C", "C", "H", "H", "H", "H", "H", "H", "H", "H", "H", "H", "H", "H", "H", "O", "H", "H"], "positions_angstrom": [[1.4648, 1.1422, 1.3162], [0.6794, -0.1039, 1.0314], [-0.3109, 0.0146, -0.0382], [-0.9759, 1.3038, -0.1450], [-1.2109, -1.1258, 0.0241], [-2.2237, -1.2004, -1.1121], [2.2514, 0.9672, 2.0432], [1.9236, 1.4267, 0.3605], [0.8579, 2.0048, 1.5785], [0.1947, -0.5016, 1.9249], [1.3703, -0.8894, 0.6956], [-1.5827, 1.5923, 0.7206], [-1.5262, 1.3084, -1.0856], [-0.2167, 2.0781, -0.2786], [-1.6945, -1.1868, 1.0201], [-0.5667, -2.0074, -0.0481], [-1.6796, -1.4927, -2.0085], [-2.6408, -0.2206, -1.3724], [-3.0616, -1.8282, -0.8608], [3.1671, -0.1863, -1.5485], [2.3713, -0.7351, -1.5927], [3.4097, -0.3599, -0.6244]], "lowdin_charge": [-0.10, -0.29, -0.24, -0.10, -0.28, -0.09, 0.08, 0.07, 0.07, 0.11, 0.10, 0.09, 0.07, 0.08, 0.11, 0.11, 0.08, 0.05, 0.07, -0.06, 0.03, 0.03]}


Record 4
{"formula": "C3H6ClN", "method": "ωB97M-V with the def2-TZVPD basis set", "total_charge": 0, "max_force_ev_per_a": 3.07, "smiles": "N[C@@H]1C[C@@H]1Cl", "energy_ha": -632.8047, "lumo_ev": 1.0, "e_homo_ev": -9.12, "species": ["N", "C", "C", "C", "Cl", "H", "H", "H", "H", "H", "H"], "positions_angstrom": [[1.0925, 1.1066, -0.0454], [-0.2295, 0.6000, -0.2433], [-0.5810, -0.2588, 0.8946], [-0.4706, -0.8614, -0.4697], [0.8572, -2.0179, -0.8597], [1.4476, 1.6708, -0.8675], [1.6668, 0.3015, 0.0495], [-0.9818, 1.3532, -0.4495], [0.1553, -0.5929, 1.6671], [-1.6002, -0.1387, 1.3474], [-1.3564, -1.1623, -1.0235]], "lowdin_charge": [0.02, -0.41, -0.16, -0.61, 0.57, 0.10, 0.02, 0.14, 0.12, 0.12, 0.09]}